Entry 1:
16
Properties=species:S:1:pos:R:3:forces:R:3:lowdin_charge:R:1 method="wB97M-V/def2-TZVPD" e_tot_ev=-9871.3976 de_lowest_kcal_mol=199.77 homo_energy_ev="-7.68 / -7.68" charge=0 mol_weight_g_mol=103.12 lumo_ev="0.37 / 0.37"
C -0.10000 0.53809 -0.36770 0.49 1.42 -0.27 -0.240
C 1.11082 0.09182 0.08869 -0.48 -2.14 0.17 -0.043
C 0.07300 0.46456 1.10758 0.60 0.20 0.26 -0.021
C -1.06768 0.60203 -1.46811 0.00 0.06 -0.19 -0.002
N -0.10749 -2.48626 0.72472 -0.29 -0.29 0.20 -0.075
O 0.29286 -1.66134 -0.29411 0.80 1.00 0.47 -0.266
O 1.19245 1.96744 -0.57693 -0.96 -0.39 0.22 -0.150
H 1.23676 2.53458 0.20745 -0.22 -0.03 -0.13 0.027
H 2.12677 -0.18425 -0.11571 -0.05 0.12 -0.14 0.142
H 0.42983 -2.36705 1.58200 0.08 0.03 -0.17 0.070
H -1.10007 -2.36622 0.92834 0.15 0.15 0.04 0.070
H -0.26460 -0.36082 1.74104 -0.43 -0.03 -0.48 0.089
H 0.12381 1.39712 1.66434 0.18 -0.08 -0.13 0.108
H -1.70752 -0.28255 -1.42200 0.11 0.06 0.05 0.098
H -1.69023 1.49281 -1.37419 0.06 -0.04 0.05 0.095
H -0.54872 0.62005 -2.42540 -0.03 -0.02 0.06 0.099

=====

Entry 2:
67
Properties=species:S:1:pos:R:3:forces:R:3:lowdin_charge:R:1 method="wB97M-V/def2-TZVPD" e_tot_ev=-87369.1498 de_lowest_kcal_mol=17.68 spin_multiplicity=2 homo_energy_ev="-18.58 / -18.58" charge=+4 mol_weight_g_mol=633.89 lumo_ev="-14.49 / -14.83"
Tc 0.19871 -0.20874 0.11370 0.39 1.38 -0.18 0.828
C -0.34541 -3.58689 -0.56630 -0.07 0.13 -0.03 -0.402
C -1.76709 -3.08309 -0.46844 0.11 0.07 0.11 -0.395
S -1.76651 -1.29621 -0.85027 0.10 0.22 0.10 0.939
C -3.26311 -0.73415 0.03673 0.06 0.18 0.09 -0.405
C -3.27810 0.78657 0.04471 0.10 -0.26 0.04 -0.400
S -1.64247 1.51141 0.40828 0.52 -0.35 -0.31 0.953
C -1.58488 1.86285 2.19258 0.29 -0.24 -0.02 -0.405
C -1.40514 0.61457 3.03114 -0.11 -0.01 -0.03 -0.390
S 0.08542 -0.28450 2.45567 -0.22 0.09 -0.05 0.937
C -0.31693 -2.01793 2.87418 0.03 -0.07 -0.13 -0.404
C 0.63599 -2.94147 2.13544 -0.07 0.15 0.06 -0.389
S 0.81075 -2.53450 0.35702 0.07 0.05 0.10 0.951
H 0.03158 -3.57190 -1.59082 0.02 0.01 0.00 0.105
H -0.23818 -4.60458 -0.18552 -0.01 -0.01 0.00 0.127
H -2.19421 -3.22776 0.52330 -0.03 0.00 0.01 0.100
H -2.41196 -3.56069 -1.20875 -0.01 -0.01 -0.02 0.128
H -3.24348 -1.16503 1.03714 -0.03 0.02 0.01 0.089
H -4.12205 -1.13432 -0.50644 0.00 -0.03 -0.02 0.127
H -3.98665 1.18369 0.77413 -0.03 -0.05 -0.01 0.125
H -3.54612 1.19064 -0.93192 0.02 0.01 -0.01 0.109
H -2.49076 2.41072 2.45780 -0.06 -0.03 -0.02 0.129
H -0.73818 2.54557 2.29604 -0.03 0.07 -0.05 0.090
H -2.25722 -0.05977 2.94523 0.01 -0.04 0.06 0.094
H -1.25471 0.85821 4.08460 0.04 0.02 -0.01 0.126
H -1.35689 -2.19475 2.60118 -0.02 0.00 0.04 0.087
H -0.20622 -2.12368 3.95530 0.01 -0.02 0.00 0.127
H 0.32880 -3.98596 2.21164 -0.03 0.00 0.00 0.125
H 1.65001 -2.87434 2.53178 0.01 0.00 0.00 0.108
O 1.08700 2.02440 -0.00870 -0.33 -1.76 0.89 -0.673
S 0.86652 3.11080 -1.10487 0.08 1.42 -0.62 1.069
C 2.48302 3.69966 -1.55510 0.34 -0.38 -0.21 -0.391
C 3.54903 3.67446 -0.65581 -0.36 -0.16 -0.03 -0.081
C 4.73180 4.28313 -1.02463 0.16 0.18 -0.29 -0.029
C 4.83354 4.91654 -2.26586 -0.10 -0.10 0.01 -0.006
C 3.76059 4.92856 -3.15441 0.38 0.06 0.17 -0.021
C 2.57361 4.31081 -2.80582 -0.30 -0.34 0.18 -0.066
C 0.34449 4.58892 -0.26417 -0.43 -0.17 0.29 -0.408
C 0.78968 4.87516 1.02618 -0.07 -0.25 -0.12 -0.084
C 0.45359 6.09600 1.58023 -0.14 0.17 -0.05 -0.031
C -0.29509 7.01363 0.84192 -0.07 -0.09 -0.04 -0.010
C -0.72508 6.71368 -0.44730 0.02 0.14 0.27 -0.023
C -0.41934 5.48480 -1.00804 0.06 -0.34 -0.03 -0.068
H 3.44820 3.20297 0.31486 0.02 0.06 0.04 0.105
H 5.58014 4.28294 -0.35334 -0.03 -0.01 0.02 0.128
H 5.76492 5.39152 -2.54495 -0.02 0.02 0.01 0.132
H 3.86241 5.40875 -4.11810 -0.04 0.01 0.01 0.132
H 1.73177 4.30134 -3.48924 0.03 0.04 -0.01 0.121
H 1.37629 4.15332 1.58353 0.08 0.08 -0.03 0.109
H 0.77416 6.34670 2.58252 0.02 -0.01 -0.01 0.127
H -0.56638 7.96187 1.28650 0.07 0.03 -0.02 0.132
H -1.31027 7.43423 -1.00207 0.00 -0.02 -0.03 0.132
H -0.76600 5.22873 -2.00292 0.03 0.04 -0.01 0.121
N 2.37655 -0.19060 -0.11700 -0.12 0.09 -0.07 -0.013
C 2.35083 -0.58935 -1.50898 -0.12 -0.12 -0.17 -0.337
C 1.21839 -0.18091 -2.23552 -0.26 -0.09 0.15 -0.145
C 0.96603 -0.74180 -3.49318 0.09 -0.12 -0.09 -0.024
C 1.86070 -1.65711 -4.02139 -0.07 0.06 -0.01 -0.002
C 2.99686 -2.02866 -3.29714 -0.01 0.04 0.00 0.025
C 3.23812 -1.51074 -2.02884 -0.03 -0.14 0.11 0.009
H 2.97918 -0.80158 0.43187 0.02 -0.02 0.01 0.129
H 2.67648 0.78139 0.01212 -0.16 0.09 0.03 0.110
H 0.60473 0.67655 -1.94860 0.15 0.24 -0.08 0.053
H 0.11048 -0.41818 -4.07225 0.01 0.02 0.01 0.135
H 1.69230 -2.06880 -5.00826 0.02 0.00 0.01 0.140
H 3.69300 -2.74319 -3.71878 0.02 0.03 -0.02 0.144
H 4.09568 -1.84262 -1.45340 -0.01 0.02 -0.02 0.144

=====

Entry 3:
108
Properties=species:S:1:pos:R:3:forces:R:3:lowdin_charge:R:1 method="wB97M-V/def2-TZVPD" e_tot_ev=-66346.9695 homo_energy_ev=-3.35 charge=-1 mol_weight_g_mol=706.94 lumo_ev=2.19
C 6.03243 -0.96548 2.85661 0.03 0.14 -0.14 0.023
C 5.82670 -1.04716 1.36584 0.33 -0.13 -0.18 -0.515
O 5.78888 -2.09174 0.76287 -0.27 0.19 0.15 0.088
O 5.73653 0.15830 0.76828 -0.39 -0.09 0.50 -0.021
C 4.77046 0.31101 -0.28325 -0.01 0.18 -0.64 -0.150
C 3.49144 1.03762 0.17065 0.13 0.01 0.26 -0.153
C 3.58359 1.75184 1.52212 -0.22 0.12 0.08 -0.198
C 2.20550 2.03886 2.12148 -0.12 -0.17 -0.61 -0.228
C 1.38264 3.06069 1.34877 -0.22 0.32 0.29 -0.229
C 0.00753 3.30279 1.97497 -0.10 0.00 -0.27 -0.236
C -0.99597 3.97225 1.02573 -0.23 0.17 0.42 -0.328
C -2.43831 3.57465 1.33668 0.35 -0.11 -0.29 -0.408
P -2.91483 1.96446 0.37921 0.06 0.13 -0.08 0.344
C -4.81079 2.26722 0.68035 -0.03 -0.25 -0.27 -0.330
C -5.70258 1.09002 1.00725 -0.05 0.14 0.28 -0.307
C -5.24862 -0.22479 1.13570 -0.15 -0.02 0.00 -0.076
C -6.13407 -1.26956 1.39008 0.08 0.20 -0.11 -0.067
C -7.50079 -1.04980 1.53116 -0.06 0.02 0.09 -0.310
C -8.45425 -2.19795 1.76106 0.28 0.09 -0.23 -0.071
C -7.95919 0.26280 1.44018 0.21 0.02 -0.10 -0.071
C -7.07395 1.30540 1.18574 -0.07 -0.25 0.07 -0.075
H 6.98716 -1.42326 3.11114 -0.02 -0.03 0.04 0.087
H 5.98979 0.06022 3.21313 0.06 -0.02 -0.01 0.076
H 5.23536 -1.54156 3.32704 0.04 -0.03 0.03 0.091
H 4.52734 -0.66547 -0.69755 0.09 -0.08 0.11 0.090
H 5.26397 0.87473 -1.07523 0.14 0.02 0.12 0.123
H 3.24497 1.77841 -0.59066 -0.13 -0.11 -0.09 0.106
H 2.66244 0.32707 0.20820 0.00 -0.02 0.01 0.119
H 4.12589 2.69413 1.39304 0.17 -0.07 0.14 0.118
H 4.12697 1.13009 2.23397 0.12 0.05 -0.02 0.083
H 1.65072 1.09266 2.09038 -0.04 0.01 0.29 0.110
H 2.30314 2.32649 3.16821 -0.01 0.02 0.02 0.095
H 1.90253 4.02263 1.31083 0.16 -0.08 -0.15 0.086
H 1.21204 2.73532 0.31794 0.12 -0.11 0.00 0.102
H 0.10722 3.94572 2.85668 0.06 -0.18 0.14 0.108
H -0.41442 2.35069 2.31042 0.01 -0.03 -0.04 0.098
H -0.89869 5.06244 1.10940 0.21 0.00 -0.16 0.087
H -0.77374 3.69557 -0.01202 -0.02 0.01 -0.04 0.071
H -3.10449 4.37684 1.00533 -0.17 -0.10 0.08 0.053
H -2.56667 3.39392 2.41046 -0.11 0.11 0.04 0.061
H -2.85180 1.14231 1.62055 -0.03 -0.05 0.03 -0.034
H -3.25457 0.77725 -0.43172 -0.04 -0.04 0.09 -0.056
H -2.95328 2.78400 -0.87084 0.01 0.01 0.04 -0.034
H -1.47783 1.67405 0.11810 0.00 0.03 0.03 -0.057
H -4.98233 3.04721 1.42864 0.06 0.00 0.04 0.064
H -5.17016 2.66550 -0.27877 0.05 0.13 0.03 0.065
H -4.19239 -0.42769 1.02656 -0.03 0.01 -0.01 0.063
H -5.74089 -2.27860 1.46502 -0.04 -0.04 0.05 0.102
H -8.80926 -2.58785 0.80314 -0.13 0.00 0.03 0.071
H -7.94395 -3.01985 2.26429 -0.09 0.00 0.11 0.067
H -9.31441 -1.88182 2.34943 -0.05 -0.08 0.03 0.067
H -9.01779 0.47591 1.55008 -0.01 -0.03 0.04 0.098
H -7.45905 2.31740 1.11479 0.04 0.01 -0.03 0.106
N 2.57133 0.41760 5.15389 0.07 0.01 0.04 0.070
C 3.61382 0.62981 5.95208 0.00 -0.01 -0.03 -0.158
C 4.10194 -0.31452 6.84373 0.00 -0.02 -0.01 -0.083
C 3.46932 -1.54619 6.90903 0.00 -0.01 0.00 -0.090
C 2.38136 -1.78003 6.08375 0.03 0.00 0.01 -0.074
C 1.97314 -0.76810 5.22559 -0.04 0.02 -0.06 -0.141
H 4.08115 1.60586 5.86965 0.01 0.00 0.02 0.104
H 4.95553 -0.08778 7.46835 0.00 0.01 0.00 0.096
H 3.81842 -2.31046 7.59188 0.00 0.00 0.00 0.101
H 1.85610 -2.72514 6.10112 -0.01 0.00 -0.01 0.100
H 1.12713 -0.91053 4.56186 -0.01 -0.01 0.01 0.111
N 2.37730 6.20893 0.16156 0.07 0.12 0.01 0.061
C 2.60931 5.92086 -1.11500 0.00 -0.06 0.02 -0.148
C 2.32628 6.78644 -2.16110 -0.01 0.02 0.00 -0.074
C 1.76689 8.01813 -1.86288 0.00 0.00 0.00 -0.087
C 1.51448 8.32997 -0.53681 -0.01 -0.01 -0.02 -0.077
C 1.83679 7.39293 0.43376 -0.01 -0.02 0.02 -0.150
H 3.03734 4.94237 -1.30720 -0.01 0.00 -0.02 0.102
H 2.53387 6.49614 -3.18194 -0.01 -0.01 0.00 0.098
H 1.52544 8.72015 -2.65084 0.00 0.00 0.00 0.101
H 1.07057 9.27571 -0.25719 -0.01 0.00 0.01 0.097
H 1.64760 7.59649 1.48220 -0.01 0.02 -0.01 0.104
N 5.18344 -5.40515 -3.58509 0.02 0.03 -0.01 0.038
C 4.83042 -4.49926 -4.49524 0.02 -0.04 -0.02 -0.177
C 4.56250 -3.17349 -4.19448 0.00 0.02 0.01 -0.070
C 4.66550 -2.76245 -2.87461 0.00 -0.02 -0.01 -0.064
C 5.02975 -3.68854 -1.91014 -0.03 -0.07 -0.05 -0.051
C 5.27712 -4.99100 -2.32156 0.02 -0.04 -0.01 -0.156
H 4.75713 -4.85714 -5.51729 0.00 0.03 -0.01 0.098
H 4.27899 -2.48262 -4.97695 -0.01 -0.01 -0.01 0.100
H 4.46479 -1.73498 -2.60240 -0.01 0.00 -0.02 0.092
H 5.12472 -3.40958 -0.86988 0.02 0.00 -0.07 0.075
H 5.56742 -5.74680 -1.59982 -0.01 0.01 0.02 0.104
N -6.35361 1.22434 -3.21904 -0.07 -0.05 -0.03 0.068
C -6.23754 0.83946 -4.48770 0.01 0.03 0.02 -0.171
C -6.16614 -0.48552 -4.88872 0.00 -0.01 0.00 -0.094
C -6.21734 -1.47011 -3.91331 0.00 -0.01 0.01 -0.094
C -6.33461 -1.08625 -2.58931 0.01 -0.04 -0.02 -0.060
C -6.39724 0.26915 -2.29107 -0.02 0.06 -0.03 -0.119
H -6.19746 1.63837 -5.22163 0.00 -0.02 -0.02 0.095
H -6.07123 -0.73645 -5.93714 0.01 0.01 0.00 0.091
H -6.16165 -2.51781 -4.18288 0.00 0.00 0.00 0.097
H -6.37014 -1.81361 -1.78947 0.02 0.02 0.03 0.097
H -6.48677 0.59582 -1.26294 0.02 -0.01 -0.03 0.083
N 0.85544 -6.88017 -2.89539 0.00 -0.03 -0.04 0.058
C -0.12661 -7.62728 -3.39352 0.00 0.02 0.03 -0.161
C -0.04849 -8.28772 -4.61075 0.01 0.00 -0.01 -0.084
C 1.11516 -8.16430 -5.35329 0.00 0.00 -0.01 -0.090
C 2.14556 -7.38859 -4.84887 0.00 0.00 -0.03 -0.073
C 1.96725 -6.76905 -3.62043 -0.06 0.02 0.09 -0.144
H -1.02189 -7.69777 -2.78510 -0.01 -0.02 -0.02 0.101
H -0.88004 -8.88225 -4.96435 -0.01 0.01 0.01 0.096
H 1.21615 -8.66420 -6.30848 0.00 0.00 0.00 0.100
H 3.07423 -7.26169 -5.38865 0.02 0.00 0.03 0.095
H 2.75395 -6.15786 -3.19752 0.02 0.00 -0.01 0.082